Record 1
Density functional theory data (wB97M-V/def2-TZVPD) for 13 unconnected molecules or ions with the total composition C52H130O26 at a distorted geometry.

Cartesian coordinates (Å):
C: -5.95288 -1.65949 3.00609
O: -5.57674 -0.84752 1.88353
C: -5.60542 -1.55024 0.67108
C: -5.02682 -0.67267 -0.36978
O: -3.77771 -0.16387 -0.06046
C: -2.70846 -1.11642 -0.28109
H: -5.47369 -1.34379 3.92978
H: -5.66067 -2.68857 2.85103
H: -7.07709 -1.64406 3.04825
H: -6.69324 -1.75870 0.33856
H: -5.10727 -2.54064 0.76418
H: -5.67285 0.20843 -0.43514
H: -5.06111 -1.04234 -1.39229
H: -2.95941 -2.11182 0.17164
H: -1.86352 -0.82257 0.40952
H: -2.45491 -1.29196 -1.35994
C: 5.12468 -2.13321 2.54592
O: 4.67116 -3.38668 2.09338
C: 5.53612 -3.98122 1.13052
C: 5.54263 -3.22656 -0.19891
O: 6.65968 -2.47445 -0.35334
C: 6.78096 -1.64056 -1.57695
H: 4.41114 -1.72870 3.25412
H: 5.18845 -1.43351 1.74572
H: 6.12803 -2.23243 2.95976
H: 5.17789 -4.99114 1.06402
H: 6.55610 -4.14776 1.44566
H: 4.70274 -2.51313 -0.25268
H: 5.46702 -3.82656 -1.03894
H: 7.69141 -1.02503 -1.43354
H: 5.88875 -0.98898 -1.59682
H: 6.98868 -2.26156 -2.45899
C: -0.16143 -2.49450 -3.25957
O: -1.54268 -2.23412 -3.26809
C: -2.36473 -3.20353 -3.86097
C: -3.27012 -2.47273 -4.80227
O: -2.48108 -1.97442 -5.81912
C: -3.11240 -1.07956 -6.66833
H: 0.20919 -2.68276 -4.29250
H: 0.00916 -3.29299 -2.51883
H: 0.31232 -1.59681 -2.95987
H: -2.93299 -3.77197 -3.07963
H: -1.81042 -3.99927 -4.36492
H: -3.74792 -1.61161 -4.33414
H: -4.08678 -3.03277 -5.25588
H: -3.99867 -1.60163 -7.22175
H: -2.41926 -0.83466 -7.47892
H: -3.36375 -0.14194 -6.15385
C: -3.04348 4.75586 -2.53820
O: -1.70128 4.70874 -2.15265
C: -0.69593 4.50345 -3.14660
C: -0.52092 3.07062 -3.53180
O: -1.61784 2.63163 -4.34244
C: -2.01180 1.33965 -4.02830
H: -3.54662 3.97256 -1.94190
H: -3.24545 4.36507 -3.56810
H: -3.47812 5.75750 -2.44754
H: 0.28747 4.97047 -2.87250
H: -1.02173 5.05638 -4.07645
H: -0.40853 2.43144 -2.64257
H: 0.42493 3.01283 -4.07413
H: -2.32200 1.22791 -2.98628
H: -1.28626 0.50571 -4.20980
H: -2.88498 1.17986 -4.58466
C: 2.80064 -6.35613 -2.90102
O: 2.03155 -6.13569 -1.68550
C: 2.44731 -4.90059 -1.14542
C: 1.80078 -4.53367 0.16221
O: 0.41724 -4.27267 0.02985
C: -0.33601 -4.39511 1.20174
H: 2.75131 -7.42358 -3.08183
H: 3.80348 -6.08558 -2.67953
H: 2.38841 -5.79042 -3.70241
H: 2.21528 -4.10305 -1.85794
H: 3.54647 -4.89824 -1.01151
H: 2.33131 -3.65830 0.60258
H: 1.96004 -5.37917 0.87776
H: -1.32385 -4.60980 0.81998
H: -0.22204 -3.38089 1.70770
H: 0.02336 -5.09937 1.92060
C: 0.05903 7.77201 2.36287
O: -0.50530 6.48586 2.45117
C: -1.74382 6.52536 3.07569
C: -2.17461 5.14264 3.56430
O: -1.65201 4.89131 4.88461
C: -1.96739 3.64136 5.49733
H: 0.38154 8.05849 3.39439
H: -0.55143 8.55033 1.90228
H: 0.96405 7.63415 1.78208
H: -2.50321 6.73724 2.34279
H: -1.69527 7.25178 3.95339
H: -1.86038 4.33399 2.90821
H: -3.25907 5.19219 3.64185
H: -1.63718 2.86689 4.80709
H: -3.07404 3.55068 5.63005
H: -1.41178 3.77154 6.39411
C: 1.02556 -3.66323 -7.07266
O: 2.04379 -3.85995 -6.13963
C: 3.23738 -4.35298 -6.75797
C: 4.37905 -4.58396 -5.77778
O: 5.44327 -3.68197 -6.10503
C: 5.25396 -2.39485 -5.61063
H: 1.13045 -2.79681 -7.67015
H: 0.14345 -3.48202 -6.51043
H: 0.86072 -4.51772 -7.83699
H: 3.57167 -3.76581 -7.62648
H: 3.00970 -5.32044 -7.17063
H: 4.78717 -5.55439 -5.94132
H: 4.14340 -4.44532 -4.71858
H: 4.31926 -1.90331 -6.06510
H: 6.09609 -1.80660 -6.06419
H: 5.20123 -2.21542 -4.50239
C: -1.52825 2.11050 1.31120
O: -0.41766 1.24792 1.25599
C: 0.02682 1.24208 -0.09862
C: 1.03463 0.17921 -0.17512
O: 1.58917 0.18370 -1.51045
C: 2.70410 -0.62051 -1.67914
H: -1.80322 2.19606 2.37073
H: -2.41991 1.62997 0.77601
H: -1.40331 3.06521 0.80533
H: 0.55117 2.15124 -0.26296
H: -0.91622 1.12795 -0.68715
H: 0.69265 -0.85953 -0.00586
H: 1.83877 0.51613 0.49051
H: 3.51726 -0.32783 -0.96416
H: 3.13466 -0.46902 -2.65867
H: 2.61124 -1.70287 -1.43020
C: 2.67085 -2.00788 7.76578
O: 3.34304 -2.22874 6.53259
C: 2.72098 -3.27999 5.81059
C: 1.68554 -2.67130 4.79718
O: 2.29605 -1.74443 3.92932
C: 1.51040 -1.33914 2.89698
H: 1.63556 -1.82527 7.54552
H: 3.02592 -1.03733 8.14966
H: 2.75736 -2.86393 8.49464
H: 2.13042 -4.02705 6.41961
H: 3.48184 -3.77454 5.23204
H: 0.82316 -2.29346 5.34454
H: 1.30161 -3.52465 4.28380
H: 0.46854 -1.00572 3.25324
H: 1.30403 -2.14578 2.18415
H: 2.07279 -0.57415 2.29107
C: 3.32373 2.22861 -4.75813
O: 2.15019 1.95815 -5.42981
C: 1.67282 0.68294 -5.01381
C: 0.70974 0.10175 -6.03000
O: 1.43741 -0.28716 -7.13532
C: 1.82807 0.75164 -8.06122
H: 3.16789 2.37690 -3.69877
H: 3.63844 3.18540 -5.14298
H: 4.13227 1.45981 -4.95687
H: 1.33130 0.79695 -3.99073
H: 2.57732 0.05488 -5.07005
H: -0.06392 0.88788 -6.19294
H: 0.23775 -0.76231 -5.63761
H: 1.26448 1.71028 -7.81581
H: 1.55966 0.40675 -9.04179
H: 2.91588 0.99500 -7.93242
C: -5.55897 2.64070 2.32050
O: -5.80791 3.97079 2.68294
C: -5.97052 4.81224 1.53761
C: -6.22231 6.27969 1.93705
O: -4.99102 6.87569 2.27586
C: -5.03490 7.77024 3.38449
H: -4.56968 2.36223 1.99334
H: -6.24671 2.28503 1.53672
H: -5.66096 1.99443 3.22805
H: -6.79727 4.44404 0.93526
H: -5.05287 4.84246 0.92134
H: -6.89168 6.30079 2.79597
H: -6.69935 6.80401 1.09590
H: -5.70669 8.63884 3.31181
H: -4.01581 8.03452 3.44839
H: -5.35526 7.28000 4.27022
C: 3.49876 2.90842 0.29478
O: 2.94387 2.46946 1.54412
C: 2.29861 3.57985 2.24960
C: 1.37640 3.19257 3.35318
O: 2.05955 2.65592 4.41441
C: 1.36758 1.77173 5.21472
H: 4.37323 3.58426 0.36129
H: 2.64809 3.34606 -0.31737
H: 3.78913 2.03666 -0.26620
H: 1.63042 4.09634 1.48865
H: 3.13680 4.25298 2.51065
H: 0.63181 2.47543 2.95647
H: 0.85411 4.14749 3.72630
H: 1.42713 0.80691 4.70460
H: 0.32637 2.09447 5.29409
H: 1.85039 1.64434 6.21547
C: -2.57938 -0.48821 3.47693
O: -2.78123 -1.33037 4.64440
C: -2.34570 -0.93608 5.91178
C: -2.18577 -2.10354 6.88779
O: -1.17887 -2.93912 6.40928
C: -0.69469 -3.83001 7.32949
H: -1.74409 0.19678 3.58537
H: -3.50464 -0.03506 3.18981
H: -2.39154 -1.18036 2.67461
H: -3.05720 -0.20433 6.29016
H: -1.39142 -0.33553 5.77930
H: -3.12882 -2.64344 7.01468
H: -1.92190 -1.75982 7.84311
H: -1.49268 -4.55190 7.58846
H: -0.37843 -3.37294 8.27270
H: 0.16293 -4.22447 6.82119

Atoms 1-3, force components in eV/Å:
C -1.3 0.2 -0.9
O 0.3 -0.4 0.9
C -1.7 -1.3 -0.1

Its total charge is 0. The value obtained for the LUMO energy is 0.63 eV.

***

Record 2
Density functional theory data (wB97M-V/def2-TZVPD) for 2 unconnected molecules or ions with the total composition C5H8FNO at a distorted geometry.

Cartesian coordinates (Å):
C: 0.06506 1.48239 0.62524
C: -0.21209 0.21004 1.14416
C: 0.26515 -1.37734 -0.73307
C: -0.65287 -0.16751 -1.30468
C: -1.06328 0.64403 -0.03468
H: 1.85319 0.66657 0.85437
H: -0.39968 2.38069 1.09599
H: -0.41895 0.01003 2.31388
H: 1.04093 -1.43201 1.43137
H: 1.12546 -1.58771 -1.36623
H: -0.37507 -2.20782 -0.50327
H: -1.33007 -0.68359 -2.13501
H: -2.00326 0.97316 0.27550
N: 0.76548 -0.82076 0.56281
O: 1.23918 1.49837 -0.04265
F: 0.10083 0.41146 -2.18372

Atoms 1-3, force components in eV/Å:
C -1.0 2.2 -1.7
C -0.1 -4.9 2.5
C -0.6 2.1 1.8

Its total charge is 0. The value obtained for the LUMO energy is 0.72 eV.

***

no.,M (g/mol)
1,1171.59
2,117.12